(1)
{
  "formula": "C6H16N2O",
  "method": "the ωB97M-V functional and the def2-TZVPD basis",
  "e_lumo_ha": 0.0307,
  "gap_ha": 0.3494,
  "smiles": "N[NH2+]C[O-].CC=C(C)C",
  "elements": ["C", "N", "N", "O", "H", "H", "H", "H", "H", "H", "C", "C", "C", "C", "C", "H", "H", "H", "H", "H", "H", "H", "H", "H", "H"],
  "positions_angstrom": [[-1.18137, -2.36637, -0.32133], [-0.26597, -2.25950, 0.99446], [-0.50995, -1.13186, 1.86378], [-0.16934, -2.39574, -1.19768], [0.50333, -2.25953, 0.08476], [-0.31456, -3.10939, 1.55434], [-0.55122, -0.31641, 1.25080], [0.31782, -1.01179, 2.44290], [-1.78860, -3.28051, -0.21823], [-1.82399, -1.47011, -0.30036], [-0.68548, 0.84134, -1.95501], [1.61497, 0.59194, -0.95943], [0.56993, 2.25029, 1.48401], [0.22385, 1.14166, -0.79343], [-0.20255, 1.84775, 0.26040], [-1.23280, 2.19570, 0.24465], [-0.29791, 1.30625, -2.86724], [-0.71579, -0.23680, -2.13625], [2.23674, 0.70231, -0.07211], [1.55700, -0.46698, -1.22335], [2.12008, 1.09630, -1.78907], [-1.69695, 1.21512, -1.79020], [0.67740, 3.33824, 1.52922], [0.04355, 1.95478, 2.39753], [1.57182, 1.82332, 1.51685]],
  "lowdin_charge": [-0.3418, -0.0669, 0.0445, -0.2523, 0.1633, 0.1378, 0.0447, 0.0833, 0.1037, 0.1028, -0.0664, -0.0531, -0.1051, -0.3675, -0.1652, 0.1031, 0.0837, 0.0599, 0.0614, 0.0675, 0.0871, 0.0757, 0.0742, 0.0682, 0.0574]
}

(2)
{
  "formula": "C6H16N2O5S",
  "method": "the ωB97M-V functional and the def2-TZVPD basis",
  "e_lumo_ha": [0.0155, -0.0081],
  "gap_ha": [0.2149, 0.3329],
  "s2": 2.006,
  "multiplicity": 3,
  "elements": ["C", "C", "C", "C", "C", "C", "N", "N", "O", "O", "O", "O", "O", "S", "H", "H", "H", "H", "H", "H", "H", "H", "H", "H", "H", "H", "H", "H", "H", "H"],
  "positions_angstrom": [[0.33485, 2.72374, -0.77206], [0.73302, -2.46762, 0.37174], [2.30349, -0.78399, -0.45916], [0.19808, 2.17308, 0.55381], [1.12370, -0.96979, 0.30704], [-0.02471, -0.16905, -0.29057], [-0.13929, -0.03986, -1.69590], [1.35691, -0.49616, 1.65333], [-2.99503, 1.07614, -0.31288], [-3.48310, -1.05005, 0.87564], [-2.70315, -1.03154, -1.40928], [-1.03247, 2.29922, 1.23102], [-1.27830, -0.41608, 0.44227], [-2.61284, -0.29870, -0.22828], [-0.46441, 3.33796, -1.19795], [1.17608, 3.32677, -0.66802], [0.46369, 1.89263, -1.48203], [0.73093, -2.91722, -0.67186], [-0.25240, -2.55143, 0.81686], [1.52290, -2.89888, 1.01346], [2.07446, -1.14254, -1.39736], [2.58248, 0.22695, -0.47375], [3.13949, -1.43702, -0.10567], [1.00525, 1.96732, 1.24241], [-1.17344, 0.29360, -1.77989], [0.21789, -0.81742, -2.18643], [0.55295, -0.17438, 2.18401], [1.97925, -1.16724, 2.25422], [-1.68124, 1.97746, 0.58245], [-3.65502, -0.46588, 1.60284]],
  "lowdin_charge": [-0.0937, -0.0111, -0.0509, -0.2628, -0.6483, -0.2606, 0.1110, 0.0605, -0.2237, -0.0798, -0.1948, -0.0470, -0.1691, 0.4862, 0.0968, 0.0559, 0.0544, 0.1083, 0.0757, 0.0868, 0.0568, 0.0897, 0.1249, 0.0956, 0.1231, 0.0838, 0.0808, 0.1375, 0.0218, 0.0921]
}

(3)
{
  "formula": "C6H16N2OPS2",
  "method": "the ωB97M-V functional and the def2-TZVPD basis",
  "total_charge": 1,
  "e_lumo_ha": [-0.2117, -0.2151],
  "gap_ha": [0.2526, 0.2571],
  "elements": ["C", "C", "C", "C", "C", "C", "N", "N", "O", "P", "S", "S", "H", "H", "H", "H", "H", "H", "H", "H", "H", "H", "H", "H", "H", "H", "H", "H"],
  "positions_angstrom": [[-1.30065, 0.03924, 0.32637], [2.96669, 1.60732, -0.98282], [-2.87676, -1.62944, 1.11707], [1.41030, -2.42195, -0.56053], [-2.45779, 2.28652, -0.30847], [3.08137, 0.85012, 0.31219], [-2.54131, -0.27612, 0.76794], [-0.35816, -0.88213, 0.35318], [2.03049, -0.09382, 0.41396], [1.09050, -0.66073, -0.73614], [-1.39972, -0.42165, -2.78448], [-0.72493, 1.64534, -0.04656], [2.00900, 1.90401, -0.93947], [3.72363, 2.37141, -1.10128], [3.23307, 1.05027, -1.78238], [-2.18896, -1.91377, 1.91650], [-3.81260, -1.53148, 1.74693], [-2.82331, -2.15976, 0.15275], [1.89902, -2.64820, 0.34389], [0.54226, -3.07811, -0.74468], [2.16813, -2.94914, -1.14917], [-2.86599, 2.49965, 0.58881], [-2.91737, 1.62829, -0.90094], [-2.35024, 3.30189, -0.73545], [3.10089, 1.48010, 1.11532], [3.91771, 0.15194, 0.34298], [-3.36771, 0.25481, 0.48247], [-0.55898, -1.81186, 0.68579]],
  "lowdin_charge": [-0.7617, -0.0768, -0.0495, -0.2402, -0.2790, -0.2437, -0.0382, -0.1176, -0.3530, 0.8341, 0.2012, 0.9555, -0.0028, 0.1054, 0.0449, 0.0963, 0.1313, 0.1110, 0.0385, 0.0629, 0.0627, 0.0120, -0.0250, 0.0793, 0.0961, 0.1312, 0.1376, 0.0875]
}

(4)
{
  "formula": "C6H16N2OS",
  "method": "the ωB97M-V functional and the def2-TZVPD basis",
  "total_charge": 2,
  "e_lumo_ha": [-0.3119, -0.3125],
  "gap_ha": [0.2447, 0.2424],
  "elements": ["C", "C", "C", "C", "C", "C", "N", "N", "O", "S", "H", "H", "H", "H", "H", "H", "H", "H", "H", "H", "H", "H", "H", "H", "H", "H"],
  "positions_angstrom": [[1.04307, 0.16671, -0.10126], [-3.21407, -0.65436, -1.10215], [-3.05120, 1.57164, -0.14873], [-3.12932, -0.51581, 1.31115], [2.25955, -0.60165, -0.18394], [3.44494, 0.28922, 0.27931], [4.67811, -0.62449, 0.26867], [-2.81281, 0.14519, 0.04164], [3.67366, 1.37880, -0.45283], [-0.38083, 0.66416, 0.10339], [-4.37824, -0.71579, -1.02675], [-2.73963, -0.15412, -1.90163], [-3.06794, -1.74868, -1.12577], [-4.17730, 1.69707, 0.04560], [-2.56939, 2.07631, 0.62913], [-2.85622, 1.76256, -1.11737], [-3.03744, 0.07613, 2.10826], [-4.10115, -0.81344, 1.45057], [-2.36754, -1.42049, 1.33463], [2.32169, -1.39000, 0.55315], [2.35223, -0.78268, -1.30028], [3.53450, 0.76442, 1.22018], [5.57942, -0.24754, 0.00570], [4.90868, -1.23045, 1.04318], [4.76921, -1.24064, -0.58284], [3.31801, 1.54793, -1.35102]],
  "lowdin_charge": [-0.4291, -0.0744, -0.0970, -0.0565, -0.1251, -0.3735, 0.2479, -0.4588, 0.0682, 1.2195, 0.1479, 0.0719, 0.1048, 0.1561, 0.0566, 0.0500, 0.0461, 0.0740, 0.1452, 0.1482, 0.1841, 0.1715, 0.1780, 0.1786, 0.2017, 0.1640]
}

Ordered energy relative to the best compared isomer or geometry (same formula, charge and spin) results: 4.031; 0.000; 4.150; 3.735; unit eV.
Ordered calculated total energy results: -422.8386; -1121.8955; -1560.3124; -820.3559; unit a.u..